Computed, not measured: 4 unconnected molecules or ions with the total composition C29H52BFN2O12 at a distorted geometry, with ωB97M-V/def2-TZVPD.

- Highest occupied orbital energy: -0.33525 Ha
- Net charge: 0
- HOMO-LUMO gap: 8.505 eV
- Lowest unoccupied orbital energy: -0.62 eV
- SMILES string: COB(O)c1cccc2nc(CC(=O)F)cnc12.COCCOCCOC.COCCOCCOC.COCCOCCOC

Each line ends with the Mulliken charge.
Geometry (Å):
C (-1.51863, 5.68423, -0.44064)  -0.774
O (-1.73808, 4.89114, -1.61283)  -0.374
B (-0.73328, 4.95488, -2.55132)  0.766
O (-1.07929, 4.61654, -3.86934)  -0.575
C (0.78831, 5.32549, -2.28926)  0.245
C (1.67958, 4.28198, -2.19593)  -0.502
C (3.08826, 4.51053, -2.00099)  -1.133
C (3.50724, 5.80761, -1.90228)  -0.413
C (2.61165, 6.91541, -1.98721)  0.397
N (3.14616, 8.17103, -1.90770)  -0.565
C (2.24384, 9.11740, -2.03451)  0.665
C (2.73913, 10.57004, -1.97494)  -0.959
C (2.37635, 11.24101, -0.65180)  0.604
O (2.02310, 12.37744, -0.55203)  -0.479
F (2.45216, 10.47942, 0.47374)  -0.238
C (0.84245, 8.85996, -2.19447)  -0.393
N (0.29428, 7.66984, -2.26968)  -0.346
C (1.23666, 6.68351, -2.17972)  0.421
H (-1.68353, 6.75814, -0.62476)  0.294
H (-2.30053, 5.39160, 0.28523)  0.267
H (-0.55566, 5.48719, 0.05612)  0.335
H (-1.98730, 4.91944, -4.00572)  0.307
H (1.28882, 3.26428, -2.30683)  0.280
H (3.76064, 3.65221, -1.95999)  0.610
H (4.57656, 5.98422, -1.75398)  0.407
H (3.82400, 10.62745, -2.15736)  0.345
H (2.26347, 11.10251, -2.81401)  0.315
H (0.17323, 9.72699, -2.28189)  0.433
C (5.65302, -2.29045, -2.88289)  -0.807
O (4.81157, -1.81906, -1.85292)  -0.198
C (4.54330, -2.81564, -0.87809)  -0.599
C (4.17081, -2.18011, 0.44629)  -0.291
O (5.29096, -1.70020, 1.18186)  -0.482
C (5.89636, -0.50408, 0.70498)  -0.395
C (5.06718, 0.73777, 0.96753)  -0.598
O (4.04066, 0.86325, -0.00480)  -0.245
C (2.97867, 1.67837, 0.44013)  -0.711
H (5.18535, -3.12447, -3.41698)  0.319
H (5.82236, -1.47132, -3.57991)  0.233
H (6.62151, -2.60277, -2.47547)  0.334
H (5.41784, -3.46143, -0.73826)  0.362
H (3.70172, -3.42085, -1.24071)  0.398
H (3.72814, -2.95673, 1.07468)  0.393
H (3.41710, -1.40110, 0.32125)  0.120
H (6.16992, -0.58981, -0.34734)  0.165
H (6.82481, -0.41047, 1.27334)  0.411
H (5.70914, 1.62604, 0.89479)  0.417
H (4.63713, 0.68301, 1.97406)  0.362
H (2.51679, 1.25203, 1.33781)  0.375
H (2.22750, 1.71818, -0.34755)  0.050
H (3.33442, 2.69446, 0.64654)  0.406
C (-2.64194, -3.30653, -0.33662)  -0.755
O (-2.91752, -2.18205, -1.14319)  -0.288
C (-4.31046, -1.94581, -1.28018)  -0.595
C (-4.57451, -0.49091, -1.61258)  -0.337
O (-4.49457, 0.37343, -0.48500)  -0.481
C (-3.18864, 0.65592, 0.00556)  -0.531
C (-2.39599, 1.58917, -0.88871)  -0.334
O (-1.83623, 0.87379, -1.97910)  -0.241
C (-1.51672, 1.71818, -3.06434)  -0.274
H (-3.06626, -4.21448, -0.77806)  0.393
H (-1.56047, -3.41590, -0.26687)  0.299
H (-3.03887, -3.15845, 0.67423)  0.244
H (-4.83762, -2.20912, -0.35588)  0.366
H (-4.67856, -2.57894, -2.09865)  0.407
H (-5.60742, -0.41172, -1.96031)  0.410
H (-3.93535, -0.14088, -2.42474)  0.105
H (-2.63799, -0.26141, 0.21862)  0.163
H (-3.34878, 1.16529, 0.95913)  0.424
H (-1.56808, 2.02763, -0.31420)  0.321
H (-3.04851, 2.39095, -1.25077)  0.305
H (-2.41698, 2.21752, -3.43653)  0.358
H (-1.10534, 1.10259, -3.86308)  0.383
H (-0.77381, 2.46206, -2.77482)  -0.301
C (-5.63805, -9.03453, 2.70133)  -0.790
O (-4.82522, -8.11615, 3.39899)  -0.232
C (-4.53075, -8.55096, 4.71793)  -0.583
C (-3.25156, -7.91038, 5.21790)  -0.333
O (-2.07231, -8.52116, 4.70648)  -0.473
C (-1.75410, -8.24580, 3.34705)  -0.388
C (-1.23997, -6.83750, 3.12057)  -0.603
O (-2.31970, -5.91851, 3.05827)  -0.244
C (-1.91281, -4.59604, 3.33185)  -0.797
H (-6.60228, -9.16235, 3.20495)  0.323
H (-5.80825, -8.64018, 1.70083)  0.232
H (-5.13254, -10.00276, 2.60929)  0.332
H (-4.42721, -9.64170, 4.74871)  0.358
H (-5.36570, -8.24909, 5.36430)  0.402
H (-3.20517, -8.06095, 6.29911)  0.398
H (-3.24581, -6.83322, 5.04403)  0.144
H (-2.59150, -8.47884, 2.68829)  0.170
H (-0.94616, -8.93852, 3.09968)  0.397
H (-0.70735, -6.79491, 2.16086)  0.431
H (-0.55184, -6.56621, 3.92934)  0.365
H (-1.49105, -4.52496, 4.34088)  0.359
H (-2.78920, -3.95204, 3.27875)  0.231
H (-1.17673, -4.25969, 2.59251)  0.299

Computed, not measured: 6 unconnected molecules or ions with the total composition C29H52Cl3IN2O11P at a distorted geometry, with ωB97M-V/def2-TZVPD.

- Energy relative to the best compared isomer or geometry (same formula, charge and spin): 0.0 kJ/mol
- Highest occupied orbital energy: -0.42703 Ha
- Net charge: +1
- HOMO-LUMO gap: 8.683 eV
- Lowest unoccupied orbital energy: -2.94 eV

Each line ends with the Mulliken charge.
Geometry (Å):
C (2.49992, -6.81009, -1.19633)  -1.183
C (1.51975, -7.34442, -2.19767)  0.416
Cl (1.24137, -9.03640, -2.12102)  -0.164
C (0.86600, -6.59629, -3.08959)  -0.358
Cl (-0.23959, -7.26761, -4.22682)  -0.099
C (1.12910, -5.15493, -3.15196)  0.154
N (1.86203, -4.60571, -4.18948)  0.172
C (1.98792, -3.30374, -3.94917)  -0.661
N (1.36654, -2.99820, -2.81821)  0.145
P (1.44956, -1.27577, -2.25750)  -0.114
O (0.25879, -1.12729, -1.17766)  -0.354
I (3.44124, -1.41990, -0.86094)  0.128
C (0.78681, -4.16379, -2.27150)  0.570
C (0.04478, -4.15449, -0.97823)  -1.018
C (-0.96027, -5.27917, -0.76433)  0.351
C (-2.08176, -5.26539, -1.78830)  -1.305
Cl (-1.69868, -4.95708, 0.84911)  -0.186
H (1.95085, -6.36449, -0.36831)  0.209
H (3.14509, -6.04534, -1.62246)  0.290
H (3.13321, -7.61232, -0.83872)  0.463
H (2.27969, -5.06513, -4.98310)  0.299
H (2.55341, -2.65158, -4.59734)  0.618
H (0.63870, -0.90987, -0.30843)  0.251
H (0.78997, -4.17037, -0.17924)  0.416
H (-0.50764, -3.22714, -0.87536)  0.629
H (-0.51264, -6.26152, -0.67262)  0.239
H (-2.53947, -4.27805, -1.78541)  0.355
H (-1.69655, -5.47360, -2.78128)  0.312
H (-2.83025, -6.00063, -1.51629)  0.390
O (6.54408, -1.35631, 1.46994)  -0.569
C (5.97594, -0.97858, 2.46197)  0.687
O (5.78684, -1.84682, 3.46881)  -0.359
C (5.28506, -1.45614, 4.75233)  -0.443
C (3.77119, -1.40994, 4.77690)  -0.651
C (5.40066, 0.41621, 2.56613)  -0.665
H (5.73192, -0.51395, 5.07033)  0.361
H (5.64367, -2.21912, 5.44070)  0.315
H (3.37835, -0.66418, 4.08458)  0.043
H (3.41406, -1.16924, 5.77804)  0.351
H (3.36211, -2.37668, 4.48159)  0.288
H (4.41909, 0.43712, 2.09099)  0.021
H (6.06469, 1.09443, 2.03597)  0.327
H (5.30653, 0.78510, 3.58345)  0.315
O (1.88866, 1.70160, 2.41333)  -0.608
C (0.82646, 2.07985, 1.99386)  0.683
O (0.44407, 1.68851, 0.75260)  -0.382
C (-0.87523, 1.93718, 0.23813)  -0.317
C (-0.99205, 3.31685, -0.37037)  -1.005
C (-0.06019, 3.03065, 2.74873)  -0.621
H (-1.62956, 1.76372, 1.00569)  0.298
H (-1.02860, 1.18213, -0.53319)  0.387
H (-0.82948, 4.09530, 0.37388)  0.242
H (-1.98206, 3.45784, -0.80256)  0.260
H (-0.24237, 3.44888, -1.15199)  0.408
H (0.28443, 4.04861, 2.56757)  0.272
H (0.03415, 2.80933, 3.80957)  0.356
H (-1.12384, 2.96143, 2.49491)  0.095
O (-2.83051, 3.80752, 2.81330)  -0.620
C (-3.88930, 4.11024, 2.32118)  0.935
O (-4.17145, 3.65166, 1.09024)  -0.363
C (-5.45763, 3.80694, 0.47612)  -0.494
C (-5.59370, 5.14951, -0.21096)  -0.842
C (-4.84788, 5.04511, 3.00641)  -1.179
H (-6.25323, 3.62913, 1.19978)  0.397
H (-5.51997, 3.00587, -0.25878)  0.355
H (-5.51781, 5.97469, 0.49744)  0.176
H (-6.55508, 5.22005, -0.71962)  0.378
H (-4.79830, 5.27911, -0.94506)  0.281
H (-4.54576, 6.07384, 2.80264)  0.214
H (-4.79300, 4.86585, 4.07716)  0.346
H (-5.88515, 4.91237, 2.71048)  0.334
O (-4.94649, 8.65069, 2.66053)  -0.552
C (-5.54228, 9.02356, 3.63454)  0.871
O (-5.71003, 8.16313, 4.65598)  -0.359
C (-6.24305, 8.54838, 5.92835)  -0.419
C (-7.75709, 8.52642, 5.93764)  -0.977
C (-6.17091, 10.39471, 3.70294)  -1.151
H (-5.84083, 9.51344, 6.23787)  0.362
H (-5.85946, 7.81125, 6.63137)  0.336
H (-8.17454, 9.24348, 5.23080)  0.273
H (-8.13522, 8.76447, 6.93162)  0.371
H (-8.12065, 7.53950, 5.65145)  0.294
H (-7.14076, 10.35967, 3.20874)  0.276
H (-5.52659, 11.08806, 3.16876)  0.331
H (-6.29508, 10.77864, 4.71206)  0.346
O (4.19110, -3.37768, -6.45933)  -0.553
C (4.90240, -4.34446, -6.60115)  0.724
O (5.18452, -4.77493, -7.82616)  -0.348
C (6.14933, -5.80335, -8.10141)  -0.391
C (5.54701, -7.18696, -7.98394)  -0.939
C (5.37709, -5.11185, -5.39123)  -0.898
H (7.03262, -5.67837, -7.47444)  0.361
H (6.46690, -5.62456, -9.12586)  0.309
H (5.20178, -7.39329, -6.96988)  0.251
H (6.28095, -7.94443, -8.25586)  0.357
H (4.68608, -7.27995, -8.64563)  0.304
H (4.57251, -5.78538, -5.09293)  0.174
H (5.56032, -4.39169, -4.59656)  0.311
H (6.29263, -5.68387, -5.51233)  0.364

Computed, not measured: a molecular structure, C29H52F5GaNO13 at a distorted geometry, with ωB97M-V/def2-TZVPD.

- Highest occupied orbital energy: -0.16463 Ha
- Net charge: -1
- HOMO-LUMO gap: 6.467 eV
- Lowest unoccupied orbital energy: 1.99 eV

Each line ends with the Mulliken charge.
Geometry (Å):
C (2.12561, 1.00747, 3.67130)  -0.196
C (1.29520, 0.35366, 3.07693)  -0.404
C (0.17489, -0.33203, 2.24353)  -0.606
Ga (0.19088, 0.63357, 0.37738)  -0.579
C (-1.11466, 2.22234, 0.58573)  -0.793
C (-2.55012, 1.68100, 1.00968)  0.920
C (-3.56384, 2.86664, 1.41232)  -0.997
C (-4.57737, 3.12184, 0.20850)  -0.527
C (-5.78338, 2.10044, 0.15986)  -0.703
C (-5.65292, 1.03676, -1.04272)  -0.201
C (-6.22447, -0.38389, -0.67943)  -0.734
C (-5.47569, -1.08525, 0.51954)  -0.011
O (-6.15573, -2.33422, 0.80951)  -0.399
C (-5.57748, -2.96306, 1.95407)  -0.623
N (1.96956, 1.37897, 0.17025)  -0.494
C (2.87100, 0.50966, -0.07665)  0.886
C (2.88930, -0.99943, 0.37417)  -0.621
C (4.15065, 1.00761, -0.88663)  -1.034
C (-0.31847, -0.69879, -1.12537)  0.825
F (0.75636, -0.97733, -1.99247)  -0.297
F (-0.67448, -1.93081, -0.49252)  -0.330
C (-1.54147, -0.27876, -2.04291)  0.644
F (-1.62266, 1.05647, -2.31897)  -0.237
F (-2.70640, -0.81616, -1.54067)  -0.238
F (-1.36040, -0.90599, -3.29351)  -0.343
H (2.91331, 1.77145, 3.85284)  0.344
H (0.42068, -1.40737, 2.04128)  0.348
H (-0.79657, -0.16558, 2.77750)  0.449
H (-1.13846, 2.87198, -0.33414)  0.240
H (-0.74792, 2.85876, 1.45406)  0.460
H (-2.99737, 1.22167, 0.08108)  -0.823
H (-2.49533, 0.93409, 1.85504)  -0.013
H (-3.00617, 3.79336, 1.71759)  0.401
H (-4.19454, 2.55212, 2.30512)  0.345
H (-4.96651, 4.18262, 0.29804)  0.292
H (-3.98630, 3.07131, -0.75644)  0.287
H (-6.70752, 2.70670, -0.10154)  0.353
H (-6.00363, 1.59214, 1.13569)  0.400
H (-6.22710, 1.45695, -1.92398)  0.323
H (-4.57367, 1.02957, -1.35053)  -0.031
H (-7.29308, -0.23438, -0.33468)  0.255
H (-6.19299, -1.10122, -1.54557)  0.292
H (-5.43566, -0.41201, 1.42407)  0.205
H (-4.40817, -1.36706, 0.27870)  0.146
H (-6.27706, -3.79778, 2.26808)  0.248
H (-4.58674, -3.45051, 1.73556)  0.242
H (-5.53187, -2.24202, 2.82484)  0.260
H (1.96973, -1.58482, 0.11372)  0.202
H (3.12714, -1.10030, 1.46853)  0.205
H (3.74682, -1.50635, -0.17473)  0.020
H (4.04634, 2.08796, -1.15819)  0.347
H (5.01419, 0.95482, -0.14311)  0.279
H (4.43022, 0.32914, -1.73641)  0.108
C (1.19970, 0.09509, 6.85449)  -0.458
O (1.52502, 0.81817, 8.04897)  -0.332
C (0.86006, 1.96710, 8.19613)  0.761
O (0.04434, 2.41867, 7.43511)  -0.529
O (1.26077, 2.53502, 9.34755)  -0.323
C (0.62726, 3.77856, 9.63431)  -0.623
H (1.79725, -0.81536, 6.84424)  0.262
H (0.14488, -0.18426, 6.84952)  0.291
H (1.44763, 0.68012, 5.96762)  0.095
H (-0.45083, 3.64676, 9.73954)  0.284
H (0.85104, 4.51303, 8.85907)  0.291
H (1.02599, 4.14147, 10.58111)  0.211
C (8.40822, -4.67948, -0.19462)  -0.680
O (8.31020, -4.19264, -1.53224)  -0.297
C (7.23719, -3.41677, -1.75653)  0.755
O (6.39931, -3.12160, -0.94740)  -0.534
O (7.26578, -3.03031, -3.03933)  -0.267
C (6.17381, -2.19142, -3.42295)  -0.721
H (9.30782, -5.29062, -0.13106)  0.220
H (8.49992, -3.85229, 0.51052)  0.307
H (7.54727, -5.30218, 0.05259)  0.314
H (6.17734, -1.26577, -2.84586)  0.272
H (5.22484, -2.71584, -3.30422)  0.356
H (6.30031, -1.94216, -4.47575)  0.261
C (-8.99824, 7.66982, -1.52105)  -0.612
O (-7.98589, 7.87003, -2.50537)  -0.334
C (-6.97489, 6.99048, -2.43923)  0.790
O (-6.87106, 6.09157, -1.64648)  -0.511
O (-6.10151, 7.28747, -3.40921)  -0.312
C (-4.96442, 6.42313, -3.45589)  -0.607
H (-9.75942, 8.43456, -1.67049)  0.214
H (-9.46272, 6.68983, -1.63980)  0.287
H (-8.58664, 7.78136, -0.51687)  0.288
H (-5.27035, 5.39442, -3.65077)  0.285
H (-4.39454, 6.48568, -2.52798)  0.292
H (-4.32988, 6.75706, -4.27553)  0.214
C (6.23168, -8.93691, -6.79523)  -0.626
O (7.41781, -8.20387, -6.49566)  -0.333
C (7.24670, -7.22902, -5.58942)  0.743
O (6.21160, -6.94804, -5.04190)  -0.537
O (8.42540, -6.62586, -5.40178)  -0.338
C (8.39250, -5.55598, -4.45241)  -0.564
H (6.48961, -9.69366, -7.53505)  0.212
H (5.85293, -9.43828, -5.90340)  0.290
H (5.47051, -8.28115, -7.22044)  0.293
H (8.10059, -5.92345, -3.46888)  0.261
H (7.71872, -4.76723, -4.78411)  0.270
H (9.39786, -5.14374, -4.38173)  0.324